Record 1
DFT (ωB97M-V with the def2-TZVPD basis set) results for an isolated ion of composition C7H4N2O5 and charge -2.

Geometry as XYZ:
```
18
Properties=species:S:1:pos:R:3:forces:R:3
C 2.51013 -0.17041 0.26234 2.34 -0.92 0.56
C 1.76919 -1.28913 0.25545 -2.02 -2.32 0.66
C 1.86510 0.99609 0.07026 -1.32 1.63 0.15
C 0.35016 -1.19763 0.16213 3.25 -3.75 0.83
C 0.49048 1.21312 -0.09826 0.67 -0.82 -0.16
C -0.24883 -0.02438 -0.00010 -3.31 2.70 -1.00
C 0.15435 2.77737 -0.38756 -0.31 -1.93 0.38
N -2.16263 -1.30710 -0.38514 2.37 -0.97 -0.80
N -3.39620 -1.44299 -0.17901 -0.62 -0.64 0.40
O 0.66006 3.18513 -1.43789 0.19 0.34 -0.42
O -4.15331 -0.55782 0.22893 -0.69 1.00 0.31
O -0.48924 3.33437 0.49977 -0.29 0.57 0.40
O -3.82314 -2.63131 -0.39224 -0.28 -0.02 -0.14
O -1.66808 -0.02755 -0.12220 0.65 1.59 0.39
H 3.60192 -0.11569 0.50859 -0.97 -0.40 -0.43
H 2.08744 -2.31886 0.48146 0.52 0.62 -0.23
H 2.55105 1.77811 0.19812 0.27 1.90 -0.39
H -0.09846 -2.20133 0.33534 -0.44 1.43 -0.52
```
Positions in Å, forces in eV/Å.

Summary:
total charge	-2
LUMO level	5.8	eV
SMILES	O=C([O-])c1ccccc1ON=[N+]([O-])[O-]
E_tot	-20536.498	eV
gap between HOMO and LUMO	0.25039	hartree

Record 2
DFT (ωB97M-V with the def2-TZVPD basis set) results for one molecule with the formula C7H4N4.

Geometry as XYZ:
```
15
Properties=species:S:1:pos:R:3:forces:R:3
C 2.52738 -0.54425 -0.00951 -0.23 -0.32 0.26
C 1.29184 0.18240 0.08678 2.56 0.37 -0.13
C 1.21816 1.58580 0.01778 -1.02 0.07 -0.49
C -2.09951 0.78381 0.00402 -0.97 -1.11 -0.50
C -2.66141 -0.46818 -0.08322 1.05 -0.11 0.78
C -1.78369 -1.62816 -0.02927 -1.17 0.48 -0.06
C 0.02367 -0.28834 0.09452 -1.68 -0.02 -0.56
H 2.03649 2.27238 -0.13033 -0.06 0.06 0.29
H -2.60582 1.71613 0.00620 -0.62 0.55 0.04
H -3.72896 -0.59486 -0.00662 -0.04 0.02 -0.26
H -2.26540 -2.62859 -0.04314 0.59 0.67 -0.03
N 3.51630 -1.13241 -0.07635 -0.34 0.30 -0.02
N -0.04762 2.01024 -0.03447 0.67 0.05 0.12
N -0.77336 0.88605 0.00560 1.42 -1.64 0.44
N -0.48604 -1.55010 0.06054 -0.13 0.64 0.11
```
Positions in Å, forces in eV/Å.

Summary:
LUMO level	-0.2	eV
energy above the lowest of the compared OMol25 structures with the same formula, charge and spin	9.92	kJ/mol
SMILES	N#Cc1cnn2cccnc12
E_tot	-13283.013	eV
gap between HOMO and LUMO	0.33333	hartree

Record 3
DFT (ωB97M-V with the def2-TZVPD basis set) results for one molecule with the formula C7H4O.

Geometry as XYZ:
```
12
Properties=species:S:1:pos:R:3:forces:R:3
C 0.51629 1.07907 -0.04131 -0.51 5.22 0.40
C 1.80651 0.41782 0.19533 0.08 -0.71 -1.66
C 1.65717 -0.91481 -0.09037 5.01 2.94 1.57
C 0.27660 -1.11542 -0.17719 -3.84 1.32 1.12
C -0.52923 0.06225 -0.09157 0.16 -3.43 -0.88
C -1.98368 0.16345 -0.02868 -0.22 -0.55 0.29
C -3.20117 0.11471 0.08438 5.87 -0.04 -0.21
H 2.51168 1.21637 0.24159 1.53 -0.51 0.38
H 2.56617 -1.62307 0.00108 -2.16 0.83 -0.53
H 0.05083 -2.10200 0.08741 -1.67 -1.42 -0.48
H -4.15048 0.35642 -0.04912 -3.78 0.53 -0.21
O 0.47933 2.34520 -0.13155 -0.46 -4.16 0.20
```
Positions in Å, forces in eV/Å.

Summary:
LUMO level	-1.8	eV
energy above the lowest of the compared OMol25 structures with the same formula, charge and spin	77.34	kJ/mol
SMILES	C#CC1=CC=CC1=O
E_tot	-9366.106	eV
gap between HOMO and LUMO	0.25496	hartree

Record 4
DFT (ωB97M-V with the def2-TZVPD basis set) results for one molecule with the formula C7H5BrFN3.

Geometry as XYZ:
```
17
Properties=species:S:1:pos:R:3:forces:R:3
C 1.44804 -0.66097 0.55434 -0.23 3.79 -0.05
C 0.86979 0.57256 0.15631 4.59 0.08 0.41
C 0.62367 -1.78268 0.76891 3.04 1.85 -0.36
C -0.44823 0.64227 -0.38341 -3.82 0.79 -1.06
C -0.70925 -1.69650 0.36396 -2.62 1.36 -1.75
C -1.23445 -0.49439 -0.24786 1.28 -0.59 1.38
C -3.55022 0.07977 -0.91928 -1.20 -2.21 1.44
N -1.68133 -2.59883 0.35752 4.14 -1.28 1.84
N -2.72284 -2.11687 -0.06420 -6.31 1.45 -2.19
N -2.53906 -0.78974 -0.46542 0.91 -0.85 0.38
F -4.16707 -0.47671 -1.99455 0.11 1.01 0.80
Br -4.91059 0.52036 0.61548 0.88 -0.59 -1.33
H 2.53101 -0.53348 0.82563 -1.28 -0.92 -0.13
H 1.51709 1.53059 0.05529 -1.09 -1.97 0.33
H 1.17832 -2.56952 1.11432 0.31 -2.52 0.92
H -0.93237 1.57164 -0.78430 0.95 -0.87 0.40
H -3.12470 1.02775 -1.01152 0.34 1.46 -1.02
```
Positions in Å, forces in eV/Å.

Summary:
LUMO level (spin up / spin down)	0.0 / -3.5	eV
energy above the lowest of the compared OMol25 structures with the same formula, charge and spin	83.91	kJ/mol
E_tot	-84564.540	eV
gap between HOMO and LUMO (spin up / spin down)	0.21628 / 0.21873	hartree
2S+1	3

Record 5
DFT (ωB97M-V with the def2-TZVPD basis set) results for a 2-piece molecular cluster, C7H5BrN2O4 overall.

Geometry as XYZ:
```
19
Properties=species:S:1:pos:R:3:forces:R:3
C 2.78474 -0.46446 0.10040 0.04 -1.49 -0.62
C 2.25239 -1.50435 -0.63592 -1.71 -1.02 -1.07
C 2.11265 0.67431 0.33950 -2.05 1.59 -0.74
C 0.95387 -1.40144 -1.11223 2.06 3.72 1.74
C 0.85862 0.90090 -0.27573 1.97 -1.59 0.41
C 0.44021 -0.17018 -0.90138 -2.28 -1.04 -1.25
C -2.64524 0.38446 0.39280 -1.66 -2.80 -0.81
N -2.57797 1.68983 -0.05730 0.75 0.70 -1.20
N -1.75790 -0.28860 1.24638 2.25 -1.05 1.12
O -1.60700 2.39269 0.18524 -0.50 0.12 0.59
O -1.86160 -1.51551 1.19332 0.31 0.70 0.60
O -3.46792 1.95014 -0.83796 -0.50 1.17 -0.20
O -0.89651 0.30016 1.92044 -1.65 -0.17 -0.79
Br -3.94662 -0.78891 -0.43238 0.95 1.34 0.75
H 3.69461 -0.73545 0.47101 2.57 0.19 1.41
H 2.60347 -2.49954 -0.92459 1.16 0.55 0.82
H 2.26549 1.52451 0.93996 1.65 0.46 1.07
H 0.51372 -2.16762 -1.53873 -2.28 -3.51 -2.19
H 0.28099 1.71907 -0.07282 -1.08 2.12 0.36
```
Positions in Å, forces in eV/Å.

Summary:
LUMO level (spin up / spin down)	-0.9 / -3.8	eV
energy above the lowest of the compared OMol25 structures with the same formula, charge and spin	552.40	kJ/mol
E_tot	-88540.308	eV
gap between HOMO and LUMO (spin up / spin down)	0.33465 / 0.16884	hartree

Record 6
DFT (ωB97M-V with the def2-TZVPD basis set) results for one molecule with the formula C7H5BrN2O4.

Geometry as XYZ:
```
19
Properties=species:S:1:pos:R:3:forces:R:3
C -0.91958 -0.82358 0.50714 0.74 1.55 -0.14
C -0.10613 -1.12761 -0.60276 0.52 1.90 1.72
C -0.77776 0.44491 1.11548 0.20 0.69 -1.24
C 0.88220 -0.20154 -1.03683 -0.20 -2.39 -0.33
C 0.10903 1.37731 0.61532 1.65 -0.32 -0.89
C 1.01259 1.01840 -0.44094 0.06 0.96 0.02
C 1.93426 2.10351 -1.00165 -3.15 1.86 1.05
N 0.71389 3.10090 -1.86719 1.69 -0.81 0.70
N 2.90103 1.90779 -2.07473 1.07 -0.28 1.90
O 0.19902 2.46385 -2.71001 -1.24 -0.61 -1.23
O 0.54410 4.23608 -1.56395 0.08 0.54 0.50
O 2.52170 1.27286 -2.99088 -0.25 -1.24 -2.34
O 4.00019 2.35948 -1.85578 0.67 -0.13 -1.24
Br 2.66453 3.28722 0.21551 0.07 0.51 1.42
H -1.70204 -1.30718 1.05217 -0.20 -1.53 -0.67
H 0.05119 -2.02247 -1.11810 -0.90 -1.68 -0.28
H -1.47538 0.79660 1.86626 0.11 -0.39 0.20
H 1.53883 -0.70232 -1.79706 -0.44 1.49 0.60
H 0.26028 2.37368 1.01458 -0.47 -0.12 0.24
```
Positions in Å, forces in eV/Å.

Summary:
LUMO level	-0.8	eV
energy above the lowest of the compared OMol25 structures with the same formula, charge and spin	109.35	kJ/mol
SMILES	O=[N+]([O-])C(Br)(c1ccccc1)[N+](=O)[O-]
E_tot	-88544.900	eV
gap between HOMO and LUMO	0.33378	hartree

Record 7
DFT (ωB97M-V with the def2-TZVPD basis set) results for C7H5ClFNO3SSi as an isolated structure.

Geometry as XYZ:
```
20
Properties=species:S:1:pos:R:3:forces:R:3
O -3.82813 -0.80754 -0.76079 -0.08 1.27 0.66
C -3.22822 -0.60508 0.21366 0.83 -3.06 0.42
N -2.51265 -0.81145 1.22648 -0.23 2.61 -1.34
Si -1.19030 0.37227 1.23450 -0.21 0.25 -1.08
Cl -1.81779 2.36706 1.46774 0.35 -1.36 0.01
C -0.01120 0.23353 -0.23580 1.07 -0.04 -1.45
C 0.22388 1.40646 -1.13345 1.74 -2.69 -0.57
C 1.20492 1.24208 -2.25915 -1.31 -1.71 2.36
C 1.85782 -0.06919 -2.42868 -0.72 0.11 0.91
C 1.63379 -1.23252 -1.54089 -1.96 2.00 1.26
C 0.67184 -1.08955 -0.42003 0.57 2.56 -1.86
S 0.02082 -0.12943 3.02052 2.05 1.01 1.57
O -0.41979 0.69614 4.13516 -0.15 -1.83 -1.11
O 1.43519 0.00664 2.68247 -2.06 -0.96 0.15
F -0.28458 -1.75589 3.28211 0.29 2.05 -0.18
H -0.30215 2.38670 -0.95655 0.70 -1.30 -0.21
H 1.38671 2.14002 -2.91044 -0.01 -1.36 0.60
H 2.57635 -0.20690 -3.28621 -0.87 0.24 1.09
H 2.13328 -2.23163 -1.64468 -0.39 1.36 -0.23
H 0.45021 -1.91173 0.31401 0.41 0.84 -1.00
```
Positions in Å, forces in eV/Å.

Summary:
LUMO level	-0.5	eV
E_tot	-48925.933	eV
gap between HOMO and LUMO	0.34514	hartree

Record 8
DFT (ωB97M-V with the def2-TZVPD basis set) results for one molecule with the formula C7H5N.

Geometry as XYZ:
```
13
Properties=species:S:1:pos:R:3:forces:R:3
C 0.89359 1.73542 -0.03021 -1.97 -3.36 0.65
C -0.05050 0.75501 -0.00349 2.57 -2.82 -0.30
C -1.55840 0.39196 -0.12910 2.28 5.66 0.96
C -1.75781 -0.88194 -0.21053 -0.03 -2.54 0.76
C -0.42812 -1.52440 0.04211 1.15 -3.46 1.78
C 0.59916 -0.63939 0.11903 -4.88 1.40 -1.14
C 1.92599 -0.79194 -0.09971 11.29 0.15 0.15
H 0.44723 2.60183 -0.01527 -1.62 5.36 -0.27
H 1.95080 1.70760 0.16049 0.13 -0.74 -0.27
H -2.25056 1.20037 0.13101 -0.17 -0.50 -0.89
H -2.80165 -1.25561 -0.29959 1.30 -0.38 0.27
H -0.13921 -2.59061 0.51806 -1.41 2.01 -2.03
N 3.16948 -0.70828 -0.18280 -8.64 -0.78 0.34
```
Positions in Å, forces in eV/Å.

Summary:
LUMO level	-0.8	eV
energy above the lowest of the compared OMol25 structures with the same formula, charge and spin	246.56	kJ/mol
SMILES	C=C1C=CC=C1C#N
E_tot	-8825.658	eV
gap between HOMO and LUMO	0.30388	hartree

Record 9
DFT (ωB97M-V with the def2-TZVPD basis set) results for an isolated ion of composition C7H5N4O and charge +1.

Geometry as XYZ:
```
17
Properties=species:S:1:pos:R:3:forces:R:3
C 2.91009 -1.08994 0.33028 -0.92 -1.80 -0.41
C -0.82631 0.58240 0.13834 0.80 -0.33 -0.08
C -0.78123 -1.66936 -0.10611 -1.57 0.41 0.02
C -1.62659 -0.59326 -0.01340 0.79 -0.42 0.09
C 0.49532 0.21445 0.07405 -0.67 1.02 -0.01
C 1.73450 0.92037 0.08178 -0.54 -0.22 -0.02
C -3.10417 -0.58951 0.02157 -0.21 -0.60 -0.10
N 2.78347 0.11301 0.32945 0.70 1.24 -0.04
N 1.48436 -1.96022 -0.41036 1.88 0.40 0.18
N 0.52745 -1.22254 -0.09028 -0.13 0.49 0.24
N 1.91504 2.20498 -0.12100 0.04 -0.36 0.05
O -3.73638 0.37113 0.34946 0.08 0.25 0.01
H -1.23407 1.56046 0.32186 -0.03 0.19 -0.01
H -0.97984 -2.71905 -0.22457 0.05 -0.14 0.00
H -3.56752 -1.54385 -0.27551 -0.17 0.02 0.04
H 1.14721 2.84529 -0.26192 0.00 -0.10 -0.06
H 2.85865 2.57565 -0.14364 -0.09 -0.05 0.09
```
Positions in Å, forces in eV/Å.

Summary:
total charge	+1
LUMO level (spin up / spin down)	-6.7 / -6.7	eV
energy above the lowest of the compared OMol25 structures with the same formula, charge and spin	311.28	kJ/mol
SMILES	[NH2+]=C1N=C=Nn2cc(C=O)cc21
E_tot	-15335.147	eV
gap between HOMO and LUMO (spin up / spin down)	0.24590 / 0.25839	hartree

Record 10
DFT (ωB97M-V with the def2-TZVPD basis set) results for C7H5NO as an isolated structure.

Geometry as XYZ:
```
14
Properties=species:S:1:pos:R:3:forces:R:3
C 0.46650 -1.18860 -0.83034 -1.04 0.18 0.73
C -0.50892 -0.25008 -1.33506 0.09 -1.26 0.43
C 1.39764 -0.63261 0.03957 -1.13 1.41 -0.58
C 0.58369 1.43566 -0.70664 0.43 2.09 -0.18
C -0.74535 0.92364 -0.51494 0.94 0.47 1.49
C 0.92256 0.79229 0.48397 1.53 -1.48 1.24
C -1.26730 0.05980 1.78912 0.90 -0.71 2.03
N -0.43204 0.67687 0.90045 -3.02 0.03 -0.74
O -2.44687 -0.18959 1.65591 0.47 0.39 -0.82
H 0.29108 -2.26594 -0.94033 0.64 0.46 -0.48
H -0.97370 -0.23347 -2.27132 -0.35 -0.59 -1.38
H 2.35509 -0.98931 0.30625 0.67 -0.56 0.14
H 1.15606 2.05131 -1.38803 -0.15 -0.86 -0.53
H -0.79844 -0.18998 2.81139 0.02 0.44 -1.34
```
Positions in Å, forces in eV/Å.

Summary:
LUMO level (spin up / spin down)	-0.9 / -0.6	eV
energy above the lowest of the compared OMol25 structures with the same formula, charge and spin	750.87	kJ/mol
E_tot	-10869.218	eV
gap between HOMO and LUMO (spin up / spin down)	0.25963 / 0.26764	hartree

Computed values of max |F| (unit: eV Å⁻¹) for the preceding records, in sequence: 5.03, 2.59, 6.01, 6.83, 4.72, 3.81, 3.25, 11.30, 2.06, 3.11.